Entry 1:
Below is 13 unconnected molecules or ions with the total composition C3H34N2O12, with properties calculated with ωB97M-V/def2-TZVPD.

Structure (XYZ):
```
51
C3H34N2O12, DFT ωB97M-V/def2-TZVPD
C 1.751 0.731 -0.331
C 0.346 0.190 -0.093
C -0.123 -0.750 -1.214
N -1.449 -1.233 -0.893
N 2.031 1.675 0.749
H 2.506 -0.050 -0.395
H 1.934 1.186 -1.315
H 0.496 -0.506 0.737
H -0.272 1.043 0.169
H 0.581 -1.564 -1.265
H 0.066 -0.219 -2.150
H -2.201 -0.592 -1.082
H -1.692 -2.012 -1.506
H 1.228 2.219 1.036
H 2.735 2.317 0.512
H -3.639 0.837 0.068
H -2.722 1.777 0.896
O -3.159 1.679 0.070
H -0.889 -1.549 1.189
H -0.705 -1.243 2.665
O -1.215 -1.836 2.034
H 1.452 -2.777 -3.889
H 0.727 -3.588 -2.835
O 0.739 -2.708 -3.245
H 0.560 2.916 1.150
H -0.416 3.452 2.317
O 0.224 2.771 2.040
H -2.437 1.521 -3.130
H -2.548 1.726 -1.582
O -1.926 1.459 -2.300
H -4.569 -1.129 0.861
H -3.221 -1.512 0.392
O -3.953 -0.910 0.144
H 0.907 -4.653 -0.491
H -0.338 -5.041 -1.190
O 0.590 -4.938 -1.376
H -0.229 1.926 -2.587
H 1.265 2.110 -2.184
O 0.552 2.515 -2.703
H 3.098 1.195 2.458
H 3.798 1.134 3.780
O 3.211 0.597 3.219
H 1.215 4.653 -0.526
H 0.501 3.529 -1.289
O 0.863 3.779 -0.395
H 1.168 0.290 2.603
H 1.045 -0.326 4.024
O 0.607 -0.203 3.201
H 1.164 -2.929 0.986
H -0.214 -3.298 1.580
O 0.556 -3.656 1.087
```

Computed properties:
**Strongest force on any atom**: 4.70 eV Å⁻¹

Per-atom Mulliken charges, elementary charge units: -0.791 0.844 -1.172 -0.293 -0.340 0.382 0.375 -0.698 0.257 0.632 0.241 0.417 0.175 -0.630 0.317 0.443 0.241 -0.711 0.237 0.514 -0.827 0.279 0.345 -0.587 0.950 0.324 -0.564 0.238 0.325 -0.590 0.311 0.320 -0.716 0.389 0.289 -0.704 0.468 0.160 -0.845 0.316 0.313 -0.665 0.220 0.395 -0.564 0.356 0.243 -0.614 0.272 0.397 -0.673

Entry 2:
Below is a single C3H3O3P molecule, with properties calculated with ωB97M-V/def2-TZVPD.

Structure (XYZ):
```
10
C3H3O3P, DFT ωB97M-V/def2-TZVPD
O 2.006 1.965 0.556
C 1.178 1.146 0.354
O -0.067 1.122 0.744
C -0.859 -0.034 0.512
C -0.242 -0.970 -0.505
O 0.036 -0.370 -1.754
P 1.467 -0.692 -0.963
H -1.822 0.330 0.137
H -1.005 -0.539 1.476
H -0.692 -1.957 -0.557
```

Computed properties:
**SMILES**: O=C1OC[C@H]2OP12
**Strongest force on any atom**: 3.99 eV Å⁻¹

Per-atom Mulliken charges, elementary charge units: -0.439 0.389 -0.279 -0.413 0.074 -0.354 0.062 0.256 0.282 0.422

Entry 3:
Below is 2 unconnected molecules or ions with the total composition C5H8N4, with properties calculated with ωB97M-V/def2-TZVPD.

Structure (XYZ):
```
17
C5H8N4, DFT ωB97M-V/def2-TZVPD
C -1.437 -1.443 0.328
C -0.574 -0.385 0.186
C -1.350 0.789 0.069
C 1.655 -0.098 0.225
C 2.260 -1.323 -0.375
N -2.661 -1.072 0.122
N 1.964 1.006 0.636
N -2.556 0.279 -0.035
N -0.991 2.083 -0.317
H -1.276 -2.432 0.649
H 2.196 -1.086 -1.429
H 1.739 -2.174 -0.219
H 3.289 -1.396 -0.270
H 3.016 1.301 0.819
H -3.418 0.805 -0.353
H -0.038 2.361 0.038
H -1.818 2.786 -0.075
```

Computed properties:
**Strongest force on any atom**: 5.80 eV Å⁻¹

Per-atom Mulliken charges, elementary charge units: -0.553 0.154 0.173 0.581 -1.194 -0.855 -0.543 0.248 -0.553 0.482 0.305 0.323 0.412 0.251 0.240 0.267 0.259

Entry 4:
Below is a single C5H5N molecule, with properties calculated with ωB97M-V/def2-TZVPD.

Structure (XYZ):
```
11
C5H5N, DFT ωB97M-V/def2-TZVPD
H 0.001 0.189 -3.433
N 0.030 0.119 -2.445
C -0.323 0.944 -1.569
C 0.135 0.723 -0.226
C 0.918 1.131 0.766
C 0.474 -0.171 1.241
C 0.223 -1.385 1.585
H -1.054 1.835 -1.620
H 1.633 1.933 1.164
H -0.355 -2.166 1.044
H 0.588 -1.707 2.621
```

Computed properties:
**SMILES**: [H]/N=C/C1=CC1=C
**Strongest force on any atom**: 5.44 eV Å⁻¹

Per-atom Mulliken charges, elementary charge units: 0.237 -0.527 0.060 0.030 -0.454 0.248 -0.612 0.280 0.257 0.272 0.207

Number 1: calculated total energy -1147.03035 hartree. Number 2: calculated total energy -683.13515 hartree. Number 3: calculated total energy -414.18655 hartree. Number 4: calculated total energy -248.08047 hartree.